An isolated molecule of C5H12N2O, computed with ωB97M-V with the def2-TZVPD basis set.

```
! RIJCOSX wB97M-V def2-TZVPD def2/J DEFGRID3
* xyz 0 1
C -2.475 -0.084 -0.094
N -1.582 -0.188 1.045
C -0.027 0.426 0.775
C 0.032 1.904 0.464
C 0.427 -0.468 -0.321
O 0.412 -1.822 0.036
C 1.808 -0.963 -0.064
N 2.720 -1.090 -1.139
H -2.424 0.902 -0.564
H -3.509 -0.210 0.249
H -2.280 -0.843 -0.859
H -1.551 -1.160 1.351
H 0.435 0.209 1.740
H 1.049 2.293 0.589
H -0.281 2.134 -0.558
H -0.632 2.458 1.139
H 0.138 -0.168 -1.328
H 2.258 -0.909 0.921
H 2.839 -2.027 -1.509
H 2.643 -0.394 -1.873
*
```

Properties
Calculated total energy (hartree): -382.36482
Structure (SMILES): CN[C@H](C)[C@@H]1O[C@H]1N
Maximum force (Eh/bohr): 0.0905
ΔE to the lowest compared entry with this formula, charge and spin (kcal/mol): 86.4

---

A structure of composition C10H21LaN3P, computed with ωB97M-V with the def2-TZVPD basis set.

```
! RIJCOSX wB97M-V def2-TZVPD def2/J DEFGRID3
* xyz 0 1
C -0.530 0.759 -2.076
C -1.275 1.948 -2.390
C -0.383 3.051 -2.358
C 0.938 2.562 -2.187
C 0.866 1.150 -1.955
La 0.282 -0.831 0.741
P -0.161 -3.731 0.709
H -0.919 -0.274 -2.066
H -2.350 1.986 -2.562
H -0.664 4.091 -2.476
H 1.712 0.463 -1.820
H 1.848 3.152 -2.178
H 0.850 -4.478 -0.015
H -1.287 -4.195 -0.071
H -0.304 -4.653 1.814
C 2.699 -0.387 4.773
N 1.270 -0.089 4.902
C 0.775 0.186 6.247
C 0.540 0.027 3.800
N 1.178 -0.097 2.582
N -0.785 0.244 3.788
C -1.658 -0.031 4.924
C -1.477 0.381 2.467
H 3.070 -0.587 5.776
H 3.272 0.456 4.360
H 2.860 -1.280 4.156
H 0.165 1.098 6.282
H 0.225 -0.680 6.646
H 1.648 0.333 6.882
H 2.197 -0.064 2.731
H -1.693 0.823 5.621
H -2.668 -0.171 4.523
H -1.382 -0.957 5.452
H -0.904 1.037 1.759
H -1.766 -0.642 2.065
H -2.417 0.915 2.639
*
```

Properties
Calculated total energy (hartree): -930.56401
Maximum force (Eh/bohr): 0.1026
ΔE to the lowest compared entry with this formula, charge and spin (kcal/mol): 0.0

---

An isolated molecule of CHN5O2, computed with ωB97M-V with the def2-TZVPD basis set.

```
! RIJCOSX wB97M-V def2-TZVPD def2/J DEFGRID3
* xyz 0 1
O 2.221 1.188 -0.274
N 1.708 0.063 -0.068
O 2.517 -0.885 0.303
C 0.285 0.069 0.073
N -0.476 1.283 0.247
N -1.653 0.748 0.225
N -1.677 -0.413 -0.205
N -0.504 -0.997 -0.097
H -2.421 -1.055 -0.204
*
```

Properties
Calculated total energy (hartree): -462.76425
Structure (SMILES): O=[N+]([O-])c1nn[nH]n1
Maximum force (Eh/bohr): 0.1364
ΔE to the lowest compared entry with this formula, charge and spin (kcal/mol): 53.1

---

A structure of composition C15H36BCl2CsFILiN3O21P2Si2, computed with ωB97M-V with the def2-TZVPD basis set.

```
! RIJCOSX wB97M-V def2-TZVPD def2/J DEFGRID3
* xyz 0 1
C -3.728 -7.222 1.455
Si -2.527 -8.361 0.562
O -1.039 -7.910 -0.044
Si -0.443 -6.364 -0.248
P -1.495 -4.568 0.338
O -2.958 -4.478 -0.670
I -0.213 -2.483 -0.163
H -3.950 -7.637 2.553
H -4.792 -7.270 0.914
H -3.489 -6.099 1.592
H -2.292 -9.504 1.496
H -3.300 -9.020 -0.530
H -0.063 -6.177 -1.675
H 0.869 -6.302 0.459
H -3.240 -5.459 -0.679
B 3.833 0.715 0.026
O 5.164 0.282 0.462
C 5.971 1.348 0.361
O 7.158 1.336 0.647
C 5.229 2.480 -0.127
O 5.674 3.598 -0.328
O 3.951 2.132 -0.335
O 3.370 -0.080 -1.116
C 2.226 -0.670 -0.740
O 1.572 -1.410 -1.456
C 1.905 -0.298 0.613
O 0.930 -0.667 1.247
O 2.845 0.528 1.094
Li 1.497 -5.574 -2.701
O 1.190 -5.766 -6.389
H 1.742 -6.527 -6.703
H 0.227 -5.921 -6.562
H 1.496 -4.911 -6.785
O 5.910 3.840 -3.557
P 6.226 5.337 -3.412
O 7.202 5.544 -2.242
O 4.926 6.111 -3.139
O 6.866 5.854 -4.711
C -1.044 2.614 1.146
C -1.646 2.884 -0.191
O -2.571 1.834 -0.355
C -2.961 1.505 0.909
O -3.947 0.834 1.168
O -2.118 2.025 1.852
F -0.715 2.789 -1.167
H -0.209 1.907 1.099
H -0.703 3.527 1.641
H -2.165 3.846 -0.263
C -1.571 6.641 0.677
O -1.312 5.472 0.917
N -2.693 7.021 0.039
N -0.758 7.653 1.028
H -2.923 7.978 -0.168
H -3.332 6.289 -0.243
H 0.098 7.411 1.510
H -0.954 8.622 0.839
N 3.214 -3.423 2.085
H 2.926 -3.898 2.949
H 3.017 -4.029 1.279
H 2.693 -2.544 1.988
H 4.220 -3.222 2.124
Cl 4.374 -5.827 -4.234
C 5.583 -6.036 -5.526
C 5.124 -5.434 -6.845
Cl 3.765 -6.337 -7.559
H 5.794 -7.105 -5.623
H 6.496 -5.538 -5.188
H 5.941 -5.464 -7.571
H 4.813 -4.391 -6.725
Cs 1.975 -6.281 1.622
C -3.577 4.753 3.061
O -4.888 5.221 2.762
C -5.900 4.307 3.194
C -6.562 4.783 4.491
O -5.645 4.732 5.589
C -5.130 6.017 5.920
H -2.874 5.575 2.893
H -3.488 4.428 4.100
H -3.316 3.930 2.388
H -5.492 3.295 3.308
H -6.658 4.276 2.404
H -7.386 4.105 4.734
H -6.978 5.790 4.374
H -5.905 6.610 6.415
H -4.765 6.549 5.036
H -4.295 5.883 6.614
*
```

Properties
Calculated total energy (hartree): -4969.28028
Maximum force (Eh/bohr): 0.2059

---

A cluster of 4 separate species, C12H35N3O4 in total, computed with ωB97M-V with the def2-TZVPD basis set.

```
! RIJCOSX wB97M-V def2-TZVPD def2/J DEFGRID3
* xyz 0 1
C 0.361 1.295 3.348
O 0.809 0.409 2.336
C 2.099 -0.071 2.354
C 3.146 0.822 1.748
C 2.442 1.608 0.603
N 4.358 0.063 1.446
H 1.186 2.079 3.511
H 0.085 0.739 4.295
H -0.553 1.771 2.948
H 2.531 -0.250 3.374
H 2.060 -1.029 1.744
H 3.506 1.641 2.432
H 2.276 0.858 -0.134
H 3.050 2.339 0.155
H 1.588 2.069 1.028
H 5.194 0.597 1.468
H 4.214 -0.343 0.503
C -1.936 -2.237 -3.457
O -0.818 -1.665 -2.803
C -0.384 -2.429 -1.711
C 0.809 -1.757 -0.932
C 2.007 -1.629 -1.865
N 1.179 -2.506 0.338
H -2.011 -1.679 -4.411
H -2.908 -2.039 -2.877
H -1.842 -3.299 -3.789
H -1.202 -2.559 -0.972
H -0.053 -3.390 -2.057
H 0.455 -0.778 -0.523
H 2.729 -0.862 -1.610
H 1.678 -1.340 -2.881
H 2.640 -2.547 -1.795
H 1.610 -3.440 -0.002
H 0.356 -2.798 0.853
C -3.578 1.252 1.693
O -2.621 0.964 0.760
C -2.870 1.554 -0.492
C -1.751 1.227 -1.429
C -0.482 1.885 -0.869
N -2.007 1.814 -2.783
H -4.577 1.410 1.241
H -3.431 2.148 2.316
H -3.671 0.408 2.407
H -3.824 1.185 -0.973
H -2.990 2.628 -0.330
H -1.550 0.142 -1.410
H 0.397 1.785 -1.519
H -0.248 1.430 0.052
H -0.441 3.015 -0.749
H -1.079 1.975 -3.216
H -2.381 0.992 -3.275
O -1.320 -1.444 2.177
H -1.712 -1.105 1.387
H -0.523 -0.907 2.345
*
```

Properties
Calculated total energy (hartree): -943.32921
Structure (SMILES): COC[C@H](C)N.COC[C@H](C)N.COC[C@H](C)N.O
Maximum force (Eh/bohr): 0.0663
ΔE to the lowest compared entry with this formula, charge and spin (kcal/mol): 41.6

---

A cluster of 2 separate species, C16H17N in total, computed with ωB97M-V with the def2-TZVPD basis set.

```
! RIJCOSX wB97M-V def2-TZVPD def2/J DEFGRID3
* xyz -1 2
C 0.790 3.327 -1.597
C -1.733 3.447 -1.292
C -0.595 2.769 -1.659
C -2.290 1.243 -1.656
C -0.905 1.412 -2.028
C -2.638 -0.080 -1.441
C 0.009 0.435 -2.475
C -1.664 -1.156 -1.580
C -0.395 -0.899 -2.174
N -2.798 2.608 -1.205
H -1.657 4.436 -0.906
H -3.654 2.581 -0.896
H 0.883 4.134 -2.176
H 1.458 2.546 -1.862
H -3.592 -0.363 -1.147
H 0.984 0.533 -2.982
H -1.917 -2.080 -1.197
H 0.214 -1.717 -2.510
H 0.848 3.622 -0.507
C 3.171 -0.887 2.115
C 0.860 -0.998 2.963
C 1.934 -1.689 2.266
C -0.397 -1.300 2.503
C -0.605 -2.439 1.729
C 1.677 -2.894 1.778
C 0.383 -3.355 1.424
H 1.139 -0.147 3.557
H -1.253 -0.891 2.972
H 3.870 -1.155 2.840
H 3.152 0.284 2.196
H -1.673 -2.553 1.480
H 2.439 -3.413 1.337
H 0.144 -4.241 0.906
H 3.809 -1.119 1.223
*
```

Properties
Calculated total energy (hartree): -674.48049
Maximum force (Eh/bohr): 0.1663
ΔE to the lowest compared entry with this formula, charge and spin (kcal/mol): 81.2

---

A structure of composition C19H31N2SSn, computed with ωB97M-V with the def2-TZVPD basis set.

```
! RIJCOSX wB97M-V def2-TZVPD def2/J DEFGRID3
* xyz 1 1
C -0.668 1.011 -3.805
C -0.140 2.413 -3.616
C 0.096 0.047 -4.693
C -2.172 0.880 -3.729
H -0.363 -0.026 -5.696
H 0.119 -0.991 -4.291
H 1.138 0.373 -4.856
H -0.197 2.974 -4.568
H 0.916 2.463 -3.288
H -0.761 2.982 -2.897
H -2.646 1.554 -4.468
H -2.565 1.184 -2.734
H -2.538 -0.134 -3.969
C 2.472 -0.449 0.051
C 2.483 -0.693 -1.371
C 2.342 0.596 -2.028
H 2.740 -1.613 -1.878
C 2.160 1.589 -0.988
C 2.310 0.940 0.259
H 2.463 1.413 1.219
H 2.660 -1.173 0.831
H 2.541 0.782 -3.073
H 2.028 2.648 -1.165
C -2.005 -1.694 0.177
C -0.785 -2.434 0.146
C -0.398 -2.622 -1.204
H -0.298 -2.829 1.028
C -1.412 -1.993 -2.040
C -2.347 -1.351 -1.161
H -3.237 -0.817 -1.481
H -2.655 -1.629 1.050
H 0.407 -3.243 -1.585
H -1.523 -2.153 -3.110
Sn 0.110 -0.213 -1.570
C -0.590 2.546 2.828
N -0.190 1.260 3.398
C -0.185 1.165 4.861
C -0.175 0.179 2.577
S -0.787 0.461 0.989
N 0.254 -1.040 3.060
C 1.607 -1.294 3.551
C -0.690 -2.057 3.519
H -1.604 2.812 3.154
H -0.578 2.484 1.720
H 0.114 3.330 3.127
H -0.944 0.455 5.232
H 0.812 0.907 5.252
H -0.448 2.157 5.217
H 1.586 -1.389 4.646
H 1.917 -2.276 3.155
H 2.341 -0.528 3.268
H -1.717 -1.835 3.203
H -0.351 -3.028 3.128
H -0.644 -2.100 4.618
*
```

Properties
Calculated total energy (hartree): -1464.13651
Maximum force (Eh/bohr): 0.0410
ΔE to the lowest compared entry with this formula, charge and spin (kcal/mol): 47.7

---

A cluster of 6 separate species, C21H52FN2O10S2 in total, computed with ωB97M-V with the def2-TZVPD basis set.

```
! RIJCOSX wB97M-V def2-TZVPD def2/J DEFGRID3
* xyz -1 1
C 3.212 -0.427 4.058
C 3.593 0.282 2.632
N 2.520 1.143 2.020
C 1.329 0.373 1.516
C 0.173 0.035 2.626
S -1.327 -0.649 1.666
O -0.792 -1.366 0.368
O -1.999 -1.808 2.501
N -2.455 0.654 1.299
S -3.798 0.680 2.417
O -3.395 0.495 3.910
O -4.867 -0.366 1.935
F -4.516 2.271 2.306
C 2.167 2.356 2.838
C 0.977 3.347 2.206
O 2.728 2.754 3.983
H 2.215 -0.026 4.523
H 3.222 -1.611 3.913
H 4.067 -0.180 4.853
H 3.835 -0.579 1.849
H 4.600 0.911 2.730
H 0.858 1.004 0.628
H 1.761 -0.610 0.994
H 0.542 -0.874 3.290
H -0.203 0.949 3.253
H 1.322 3.627 1.098
H 0.962 4.366 2.795
H -0.066 2.821 2.137
C -4.719 -2.352 -1.697
C -4.289 -3.793 -1.473
C -4.910 -4.366 -0.210
O -2.869 -3.851 -1.369
H -4.398 -1.713 -0.866
H -4.254 -1.948 -2.603
H -5.806 -2.275 -1.797
H -4.580 -4.402 -2.336
H -4.596 -3.799 0.674
H -4.582 -5.400 -0.054
H -6.003 -4.350 -0.265
H -2.601 -3.313 -0.606
C 3.837 -3.879 -0.993
C 4.762 -3.256 0.041
C 6.205 -3.678 -0.181
O 4.348 -3.654 1.345
H 3.862 -4.973 -0.932
H 2.800 -3.577 -0.813
H 4.119 -3.580 -2.007
H 4.686 -2.164 -0.008
H 6.314 -4.765 -0.091
H 6.858 -3.232 0.577
H 6.558 -3.372 -1.171
H 4.413 -4.622 1.398
C -5.791 6.550 1.721
C -7.201 5.997 1.846
C -7.544 5.674 3.292
O -7.317 4.815 1.058
H -5.051 5.820 2.068
H -5.554 6.766 0.674
H -5.674 7.469 2.303
H -7.919 6.725 1.451
H -6.867 4.913 3.695
H -8.558 5.266 3.365
H -7.480 6.567 3.921
H -6.683 4.163 1.402
C -2.147 1.405 -2.122
C -0.642 1.539 -2.286
C -0.218 1.301 -3.727
O 0.011 0.596 -1.440
H -2.483 0.396 -2.390
H -2.437 1.566 -1.078
H -2.679 2.127 -2.749
H -0.325 2.538 -1.970
H -0.485 0.289 -4.052
H 0.869 1.388 -3.828
H -0.692 2.020 -4.402
H -0.264 -0.294 -1.714
C 7.106 -1.682 -4.756
C 5.982 -1.982 -3.776
C 4.642 -1.498 -4.305
O 6.258 -1.343 -2.532
H 7.200 -0.603 -4.925
H 8.066 -2.024 -4.357
H 6.931 -2.173 -5.719
H 5.936 -3.060 -3.588
H 4.649 -0.413 -4.459
H 3.844 -1.709 -3.584
H 4.393 -1.983 -5.254
H 6.300 -0.385 -2.690
*
```

Properties
Calculated total energy (hartree): -2589.32760
Maximum force (Eh/bohr): 0.1438

---

A structure of composition C17H22Cl45O4PS, computed with ωB97M-V with the def2-TZVPD basis set.

```
! RIJCOSX wB97M-V def2-TZVPD def2/J DEFGRID3
* xyz 0 1
C 1.777 -1.764 0.863
P 0.828 -3.240 1.303
C 1.894 -4.562 0.658
O -0.248 -3.085 -0.038
S -1.592 -3.938 0.038
O -2.016 -4.210 -1.313
O -2.641 -2.690 0.438
O -2.186 -2.050 1.640
H 2.677 -1.724 1.479
H 1.150 -0.893 1.064
H 2.060 -1.759 -0.191
H 1.256 -5.388 0.329
H 2.495 -4.940 1.491
H 2.555 -4.290 -0.164
H -2.334 -2.716 2.333
C 5.918 -3.523 -0.699
Cl 6.487 -4.882 0.269
Cl 4.657 -4.024 -1.821
Cl 5.355 -2.204 0.323
H 6.751 -3.150 -1.283
C -4.446 -0.208 3.160
Cl -3.728 -0.804 4.656
Cl -6.151 -0.632 3.061
Cl -4.208 1.541 3.038
H -3.928 -0.663 2.325
C 4.191 -0.740 -4.724
Cl 5.424 0.011 -5.736
Cl 3.874 -2.392 -5.246
Cl 4.653 -0.691 -3.022
H 3.277 -0.173 -4.836
C -2.939 4.203 0.706
Cl -1.712 4.410 -0.538
Cl -2.443 4.951 2.222
Cl -4.502 4.841 0.179
H -3.065 3.142 0.882
C -0.223 1.082 6.561
Cl -1.399 0.444 7.718
Cl 1.422 0.783 7.121
Cl -0.486 0.397 4.961
H -0.366 2.153 6.495
C -5.015 6.753 -3.156
Cl -6.513 6.319 -3.989
Cl -3.614 6.149 -4.029
Cl -4.916 8.497 -2.921
H -5.030 6.282 -2.182
C 7.895 0.734 0.878
Cl 8.587 -0.718 0.158
Cl 6.815 1.549 -0.254
Cl 7.055 0.356 2.383
H 8.713 1.406 1.101
C 3.445 -2.755 -9.463
Cl 4.951 -3.229 -8.680
Cl 2.251 -4.048 -9.371
Cl 2.812 -1.260 -8.772
H 3.657 -2.569 -10.507
C -7.145 9.414 -5.972
Cl -5.900 9.229 -7.206
Cl -7.090 11.023 -5.253
Cl -8.747 9.069 -6.621
H -6.954 8.688 -5.194
C 10.352 -3.149 3.057
Cl 9.002 -3.754 2.096
Cl 11.827 -3.064 2.091
Cl 9.974 -1.579 3.759
H 10.523 -3.847 3.865
C 11.580 2.160 4.427
Cl 10.179 1.899 3.378
Cl 11.090 2.175 6.117
Cl 12.824 0.952 4.132
H 11.993 3.131 4.185
C -3.397 3.065 7.879
Cl -3.684 2.389 6.280
Cl -2.298 4.445 7.789
Cl -4.909 3.510 8.667
H -2.917 2.304 8.480
C -10.835 10.106 -2.751
Cl -12.195 9.857 -3.845
Cl -9.524 8.986 -3.115
Cl -10.272 11.775 -2.812
H -11.176 9.905 -1.744
C -3.407 -6.957 -2.189
Cl -4.349 -7.716 -0.902
Cl -1.694 -7.312 -2.012
Cl -3.999 -7.453 -3.775
H -3.522 -5.884 -2.101
C -6.858 -10.691 0.379
Cl -6.867 -9.041 1.000
Cl -5.883 -11.745 1.401
Cl -8.499 -11.311 0.213
H -6.407 -10.670 -0.605
*
```

Properties
Calculated total energy (hartree): -22409.93420
Maximum force (Eh/bohr): 0.0076

---

A cluster of 2 separate species, C2H10O3Si3 in total, computed with ωB97M-V with the def2-TZVPD basis set.

```
! RIJCOSX wB97M-V def2-TZVPD def2/J DEFGRID3
* xyz 0 1
C -0.399 -0.785 3.174
C -0.433 -0.997 1.851
O -2.095 1.957 -0.725
O -3.676 0.290 0.518
O -2.791 -0.343 -1.840
Si 3.231 2.454 -1.174
Si 0.033 0.138 0.344
Si -2.295 0.390 -0.411
H -0.290 -1.544 3.861
H -0.114 0.134 3.656
H -0.741 -1.995 1.430
H -2.591 2.595 -1.326
H -4.383 -0.352 0.259
H -2.321 -1.179 -1.983
H 3.678 3.577 -0.164
H 2.606 3.328 -2.113
H 4.077 1.751 -2.128
H 2.560 1.314 -0.367
*
```

Properties
Calculated total energy (hartree): -1176.36546
Maximum force (Eh/bohr): 0.0600
ΔE to the lowest compared entry with this formula, charge and spin (kcal/mol): 31.0